Record 1
Below is 12 unconnected molecules or ions with the total composition C30H84N2O12 at a distorted geometry, with properties calculated with ωB97M-V/def2-TZVPD.

XYZ file:
```
128
Properties=species:S:1:pos:R:3:mulliken_charge:R:1
C 2.169 -0.359 3.447 -0.606
O 1.209 0.681 3.585 -0.834
H 2.403 -0.645 2.405 -0.272
H 1.757 -1.304 3.850 0.230
H 3.038 -0.154 3.981 0.606
H 1.561 1.456 3.093 0.130
C -4.592 -0.645 1.638 -0.981
O -3.161 -1.003 1.774 -0.097
H -5.150 -0.368 2.543 0.334
H -5.073 -1.489 1.191 0.351
H -4.603 0.190 0.985 0.125
H -2.786 -0.331 2.305 -0.314
C 3.550 -1.234 -2.625 0.590
O 3.866 -2.248 -1.707 -0.743
N 2.739 -0.274 -2.390 0.822
N 4.270 -1.055 -3.712 -0.294
H 2.034 -0.536 -1.627 -1.127
H 2.496 0.451 -3.056 -0.400
H 4.778 -1.921 -3.982 0.302
H 4.398 -0.174 -4.231 0.202
C 5.425 2.377 0.281 -1.573
C 4.805 1.192 -0.336 0.657
C 4.758 0.105 0.786 -1.372
O 3.680 1.543 -0.736 -0.889
H 4.809 2.676 1.096 0.218
H 5.441 3.164 -0.494 0.351
H 6.449 2.267 0.566 0.451
H 5.428 0.819 -1.134 0.717
H 4.359 0.364 1.708 0.184
H 5.753 -0.322 0.876 0.601
H 4.205 -0.781 0.496 0.174
H 3.440 0.928 -1.417 0.233
C -3.079 2.153 3.430 -1.310
C -1.769 1.407 3.773 1.189
C -1.828 0.599 5.082 -1.716
O -1.298 0.709 2.867 1.717
H -2.930 2.683 2.451 0.002
H -3.183 2.874 4.236 0.463
H -3.875 1.471 3.327 0.311
H -1.045 2.219 4.071 0.091
H -0.966 0.021 5.209 0.334
H -2.563 -0.221 5.001 0.231
H -1.926 1.335 5.874 0.407
H -0.434 0.432 3.145 -0.928
C -0.079 1.887 -3.123 -0.660
C 1.003 2.226 -4.142 -0.648
C 1.993 3.203 -3.464 -0.861
O 1.788 1.279 -4.445 -0.686
H -0.752 1.222 -3.610 0.518
H -0.681 2.756 -2.828 0.507
H 0.410 1.447 -2.235 -0.140
H 0.678 2.598 -5.063 0.793
H 2.857 3.584 -4.074 0.272
H 2.312 2.657 -2.550 -0.092
H 1.491 4.017 -3.017 0.470
H 1.364 0.759 -5.043 0.145
C -2.332 -5.294 -0.186 -1.592
C -2.842 -3.892 -0.556 1.903
C -2.437 -3.398 -1.949 -1.273
O -4.088 -3.853 -0.510 -0.619
H -1.241 -5.317 -0.411 0.270
H -2.907 -6.110 -0.600 0.453
H -2.418 -5.444 0.913 0.297
H -2.472 -3.297 0.255 -0.665
H -1.408 -3.471 -2.156 0.213
H -2.742 -2.397 -2.181 0.341
H -2.930 -3.993 -2.739 0.320
H -4.277 -2.968 -0.473 0.346
C 0.456 3.398 1.047 -0.665
C 1.837 3.220 1.670 1.086
C 1.913 3.693 3.097 -1.432
O 2.395 2.115 1.578 -0.329
H 0.335 4.512 0.882 0.499
H -0.398 3.089 1.646 -0.226
H 0.368 2.857 0.177 -0.241
H 2.331 3.967 1.095 0.636
H 1.738 4.759 3.043 0.462
H 2.923 3.707 3.571 0.299
H 1.176 3.191 3.706 0.370
H 2.668 2.022 0.642 -0.466
C -0.611 -2.891 2.807 0.725
C -0.799 -3.650 4.052 -0.221
C -0.705 -2.793 5.285 -0.842
O -1.905 -4.240 4.182 -0.583
H 0.381 -2.395 2.925 -0.069
H -1.473 -2.289 2.529 -0.411
H -0.581 -3.668 2.007 -0.004
H -0.109 -4.456 4.146 0.402
H -0.492 -3.237 6.244 0.413
H -1.626 -2.329 5.494 0.100
H 0.148 -2.081 5.234 0.144
H -2.661 -3.636 4.286 0.384
C -0.833 -0.332 -0.405 -0.279
C 0.458 -0.678 0.281 1.819
C 0.960 -2.001 -0.161 -1.709
O 1.364 0.145 0.083 3.846
H -1.619 -1.026 -0.145 0.035
H -0.655 -0.225 -1.448 -0.591
H -1.121 0.665 -0.039 -0.090
H 0.242 -0.858 1.273 -0.352
H 0.211 -2.781 0.084 -0.554
H 1.787 -2.400 0.344 0.546
H 1.140 -2.087 -1.211 0.255
H 1.170 0.902 0.620 -1.344
C -3.492 1.576 -1.544 -0.116
C -4.017 2.629 -0.544 1.578
C -3.193 3.925 -0.490 -0.992
O -5.228 2.964 -0.647 -0.596
H -4.009 1.628 -2.512 0.556
H -3.648 0.456 -1.260 -0.176
H -2.383 1.666 -1.726 -0.490
H -3.850 2.210 0.431 -0.837
H -3.564 4.521 0.331 0.428
H -3.190 4.442 -1.511 0.325
H -2.109 3.552 -0.264 -0.097
H -5.810 2.299 -0.241 0.412
C 1.478 -1.914 -6.080 -0.982
C 0.032 -1.656 -5.559 -0.189
C -0.032 -2.164 -4.083 -0.377
O -0.372 -0.534 -5.700 -0.417
H 1.769 -2.945 -6.006 0.437
H 2.010 -1.153 -5.508 -0.006
H 1.521 -1.624 -7.158 0.338
H -0.650 -2.224 -6.219 0.512
H -0.938 -2.074 -3.627 0.039
H 0.725 -1.513 -3.490 -0.036
H 0.337 -3.215 -4.011 0.494
H -0.647 -0.290 -6.635 0.397
```

Results
Energy relative to the best compared isomer or geometry (same formula, charge and spin) = 1090.28 kJ/mol
SMILES = NC(N)=O.CC(C)O.CC(C)O.CC(C)O.CC(C)O.CC(C)O.CC(C)O.CC(C)O.CC(C)O.CC(C)O.CO.CO
LUMO energy = 0.1 eV
Max |F| = 15.07 eV Å⁻¹
E_tot = -2205.3550 hartree
Charge = 0

---

Record 2
Below is 10 unconnected molecules or ions with the total composition C30H85F6N7O9P at a distorted geometry, with properties calculated with ωB97M-V/def2-TZVPD.

XYZ file:
```
138
Properties=species:S:1:pos:R:3:mulliken_charge:R:1
P 8.161 -27.365 0.095 1.551
F 8.942 -27.068 -1.381 -0.459
F 8.554 -25.911 0.629 -0.216
F 6.730 -26.746 -0.373 -0.153
F 7.451 -27.707 1.515 -0.365
F 7.894 -28.821 -0.405 -0.007
F 9.575 -27.846 0.714 -0.698
C 8.405 -33.067 -2.252 -1.892
C 8.269 -31.874 -1.348 1.577
C 7.595 -32.201 -0.011 -0.457
O 6.193 -32.540 -0.118 -0.475
C 5.337 -31.420 -0.267 -0.541
N 9.613 -31.395 -1.102 -0.753
H 9.006 -33.838 -1.770 0.397
H 8.911 -32.863 -3.196 0.363
H 7.441 -33.560 -2.383 0.400
H 7.739 -31.146 -1.963 -0.190
H 7.654 -31.343 0.659 0.091
H 8.127 -33.055 0.409 0.389
H 5.417 -30.971 -1.257 0.263
H 5.462 -30.609 0.451 0.141
H 4.316 -31.789 -0.169 0.358
H 9.513 -30.471 -0.706 0.072
H 9.927 -31.172 -2.036 0.144
C 6.006 -26.652 4.400 -1.532
C 5.349 -25.698 3.383 1.395
C 4.652 -24.504 4.013 -0.544
O 3.729 -24.960 5.015 -0.324
C 2.919 -23.895 5.490 -0.790
N 6.411 -25.245 2.518 -0.649
H 6.864 -26.156 4.855 0.310
H 6.381 -27.562 3.933 0.187
H 5.304 -27.059 5.128 0.493
H 4.577 -26.209 2.807 -0.313
H 4.021 -24.026 3.264 0.058
H 5.365 -23.757 4.364 0.408
H 2.284 -24.288 6.284 0.271
H 2.264 -23.515 4.706 0.285
H 3.420 -23.042 5.949 0.308
H 6.902 -25.996 2.054 -0.178
H 5.856 -24.766 1.824 0.660
C 14.185 -31.096 4.161 -1.125
C 15.058 -31.176 2.966 0.577
C 14.788 -30.132 1.826 -0.550
O 13.461 -30.278 1.400 -0.249
C 12.970 -29.474 0.372 -0.735
N 16.412 -31.133 3.395 -0.740
H 14.005 -30.143 4.657 0.036
H 14.325 -31.886 4.899 0.419
H 13.172 -31.308 3.819 0.326
H 14.900 -32.185 2.585 0.160
H 15.408 -30.301 0.945 0.395
H 14.957 -29.139 2.244 0.101
H 13.613 -29.770 -0.457 0.461
H 13.140 -28.418 0.581 0.326
H 11.900 -29.584 0.195 0.026
H 16.522 -30.251 3.875 0.272
H 17.028 -31.061 2.598 0.280
C 3.911 -24.483 -1.935 -1.325
C 4.317 -23.555 -0.825 0.266
C 3.107 -22.967 -0.028 -0.723
O 2.265 -22.032 -0.824 -0.397
C 1.220 -21.333 -0.130 -0.768
N 5.079 -24.377 0.123 -0.335
H 3.324 -25.338 -1.598 0.309
H 4.686 -24.828 -2.619 0.258
H 3.227 -23.947 -2.592 0.445
H 4.913 -22.738 -1.233 0.445
H 3.419 -22.375 0.833 0.432
H 2.447 -23.768 0.305 0.372
H 0.727 -21.917 0.647 0.299
H 0.501 -20.853 -0.794 0.271
H 1.677 -20.499 0.403 0.304
H 4.602 -25.264 0.198 -0.233
H 5.923 -24.653 -0.359 0.049
C 9.515 -29.278 3.619 -1.236
C 10.213 -27.982 4.060 0.576
C 11.692 -28.114 3.991 -0.374
O 12.374 -26.980 4.447 -0.399
C 13.739 -27.234 4.769 -0.541
N 9.687 -26.949 3.217 -0.411
H 9.903 -30.197 4.057 0.568
H 9.557 -29.478 2.548 0.158
H 8.435 -29.204 3.747 0.226
H 9.936 -27.902 5.111 0.379
H 12.064 -28.379 3.001 -0.093
H 11.908 -29.011 4.573 0.367
H 14.132 -26.261 5.064 0.241
H 14.313 -27.453 3.868 0.054
H 13.836 -27.941 5.593 0.393
H 8.678 -26.907 3.255 0.033
H 9.845 -27.257 2.268 0.171
C 11.933 -25.023 -0.333 -1.599
C 12.055 -25.019 1.156 2.171
C 13.358 -24.390 1.690 -1.151
O 13.294 -24.307 3.106 -0.216
C 14.548 -23.971 3.671 -0.919
N 10.965 -24.176 1.610 -0.641
H 12.129 -23.992 -0.624 0.462
H 10.940 -25.269 -0.711 0.262
H 12.595 -25.663 -0.917 0.298
H 12.024 -26.043 1.529 -0.811
H 13.474 -23.353 1.373 0.404
H 14.186 -25.003 1.334 0.378
H 15.296 -24.744 3.496 0.359
H 14.531 -23.667 4.718 0.276
H 14.992 -23.156 3.099 0.332
H 10.216 -24.459 0.994 -0.022
H 11.075 -23.239 1.250 0.353
C 5.338 -28.737 -7.399 -1.483
C 5.094 -27.286 -6.965 0.694
C 6.012 -26.805 -5.781 -0.671
O 5.897 -27.715 -4.680 -0.273
C 6.649 -27.461 -3.561 -0.174
N 5.259 -26.495 -8.184 -0.744
H 5.301 -29.357 -6.503 0.303
H 6.341 -28.840 -7.812 0.359
H 4.621 -29.155 -8.106 0.403
H 4.039 -27.300 -6.693 0.183
H 5.655 -25.813 -5.503 0.244
H 7.050 -26.734 -6.107 0.316
H 6.378 -26.479 -3.175 0.100
H 7.732 -27.456 -3.685 0.268
H 6.337 -28.174 -2.798 -0.128
H 4.949 -25.550 -8.012 0.225
H 4.704 -26.808 -8.968 0.254
C 3.810 -28.051 0.223 -0.306
O 4.500 -28.433 -0.914 -0.490
H 2.793 -28.443 0.232 0.480
H 4.226 -28.299 1.200 0.207
H 3.736 -26.964 0.200 -0.241
H 5.314 -27.924 -0.896 0.162
C 10.109 -29.363 -3.952 -0.191
O 10.894 -30.482 -3.546 -0.524
H 9.381 -29.594 -4.730 0.317
H 9.431 -29.067 -3.151 -0.196
H 10.763 -28.554 -4.278 0.379
H 11.494 -30.813 -4.219 0.252
```

Results
Energy relative to the best compared isomer or geometry (same formula, charge and spin) = 18.68 kJ/mol
LUMO energy = 2.3 eV
Max |F| = 2.67 eV Å⁻¹
E_tot = -3195.0778 hartree
Charge = -1